This record from the Open Molecules 2025 dataset describes a cluster of 4 separate species, C2H14NO3 in total. The level of theory is ωB97M-V/def2-TZVPD.

HOMO level, eV: -13.47
E_LUMO, eV: -3.1581
HOMO-LUMO gap, eV: 10.31
E, eV: -9927.3179
Total charge: +1

```
20
C2H14NO3 | the Open Molecules 2025 dataset | ωB97M-V/def2-TZVPD
C 3.04 -0.28 -0.50
C 1.70 0.43 -0.31
N 1.31 0.41 1.15
H 3.11 -1.25 0.00
H 3.75 0.39 0.00
H 3.28 -0.45 -1.55
H 0.91 -0.04 -0.87
H 1.80 1.47 -0.61
H 0.47 1.00 1.09
H 0.77 -0.42 1.52
H 1.98 0.86 1.77
H -2.30 -1.35 3.73
H -3.30 -0.77 2.78
O -2.35 -0.97 2.84
H -1.05 -1.82 0.51
H -0.95 -1.45 1.87
O -0.33 -1.70 1.14
H -4.19 2.42 -5.44
H -3.81 1.28 -4.56
O -3.83 2.24 -4.56
```